No. 1
# C2H12N2O2

A 3-piece molecular cluster, C2H12N2O2 overall (ωB97M-V with the def2-TZVPD basis set, the Open Molecules 2025 dataset).

```
18
Properties=species:S:1:pos:R:3:forces:R:3:lowdin_charge:R:1
O -0.01631 -2.90240 -1.49338 0.0 -0.1 0.0 -0.06
O -0.47923 0.11417 -1.79261 0.6 0.0 -0.5 -0.08
N 0.12732 2.31506 -0.04832 0.1 -0.2 0.0 -0.03
N 0.08191 -0.96642 1.68195 -0.6 -0.3 -0.3 0.00
C 0.72326 1.32468 0.87248 -0.3 0.1 0.0 -0.27
C -0.35031 0.38725 1.43728 0.1 -0.2 0.2 -0.30
H -0.74300 0.78197 2.37211 0.0 0.2 0.1 0.11
H -0.21790 -1.99017 -1.73153 -0.1 0.2 0.2 -0.01
H 1.25590 1.79267 1.70005 0.2 0.1 0.1 0.10
H 0.67027 -1.16431 2.46900 0.2 0.2 0.0 0.06
H 0.33358 -1.45999 0.84003 0.2 -0.1 0.1 0.05
H -1.19640 0.34848 0.74796 0.1 0.0 -0.1 0.10
H -0.75189 2.66030 0.31348 -0.1 0.0 0.1 0.08
H -0.87784 -3.32035 -1.40130 0.0 0.0 0.0 0.04
H 0.15626 -0.03767 -2.50528 -0.2 -0.1 -0.1 0.05
H -0.15712 0.96995 -1.43872 -0.4 0.1 0.4 0.00
H 0.72534 3.12159 -0.15800 0.1 0.0 -0.1 0.07
H 1.43556 0.71954 0.31640 0.1 0.0 -0.1 0.10
```
Forces are in eV/Å.

Values from the calculation:
2S+1: 1
LUMO energy in eV: 0.88
SMILES: NCCN.O.O
F_max in eV/A: 0.798
HOMO in eV: -8.827
ΔE to the lowest compared entry with this formula, charge and spin in eV: 0.347
Orbital gap in eV: 9.707

No. 2
# C26H55ClNO11S

A 3-piece molecular cluster, C26H55ClNO11S overall in a non-equilibrium geometry (ωB97M-V with the def2-TZVPD basis set, the Open Molecules 2025 dataset).

```
95
Properties=species:S:1:pos:R:3:forces:R:3:lowdin_charge:R:1
Cl -5.70053 2.09178 -2.74518 0.3 -0.7 -0.6 0.28
S -5.03664 1.22957 -4.54388 2.1 1.3 -5.0 0.42
O 3.88519 -3.85884 -1.60469 -0.2 1.0 -2.7 0.03
O -3.70223 -3.11566 -2.79175 -1.3 -0.7 -0.4 -0.24
O -5.86456 1.79526 -5.65804 0.9 -1.3 3.1 -0.41
O 0.54921 4.59235 4.31161 -0.1 0.3 0.0 -0.13
O 6.17129 -0.64516 3.99371 0.0 -0.4 -0.3 -0.21
O 3.28125 0.28696 4.28270 -0.1 0.3 -0.4 -0.21
O 0.23640 6.96772 2.41645 0.5 -0.1 0.1 -0.21
O -3.58533 1.53760 -4.77498 -3.3 -1.0 1.8 -0.39
O -1.36084 6.86014 5.00954 -0.1 -0.5 0.1 -0.20
O -6.37827 -5.17515 -1.16759 0.5 -0.1 -0.2 -0.11
O 4.38172 -0.41421 1.52939 0.1 0.1 0.3 -0.13
N 3.31753 -3.58356 -3.92686 0.2 0.9 0.9 -0.02
C -5.25634 -3.24560 -0.15063 0.2 -0.5 0.5 -0.07
C 4.33570 -1.64924 -2.47692 0.4 -0.6 -0.4 -0.02
C 1.40781 7.64133 1.99811 -0.4 0.1 0.0 -0.12
C -1.31407 -3.46076 -3.18725 -0.7 -0.9 -0.7 -0.21
C -2.78846 -2.68582 -5.11525 -0.8 -0.3 1.2 -0.21
C 5.27563 0.55499 2.07440 0.0 0.0 -0.1 -0.18
C -5.30939 -0.62494 -4.53756 -0.4 -0.7 0.4 -0.24
C 2.62977 1.53291 4.44437 0.1 -0.2 0.2 -0.11
C 6.84706 -1.86879 4.21055 -0.1 0.3 0.2 -0.12
C 3.69133 -1.26167 2.44824 -0.2 -0.1 -0.1 -0.17
C 2.65841 -0.56118 3.32559 0.4 -0.2 0.2 -0.19
C -4.22241 -2.68347 -5.83536 0.1 0.6 -0.1 -0.20
C 1.11756 -4.53057 -2.90155 -1.0 0.4 0.0 -0.21
C -5.11055 -4.46332 -1.17079 -0.5 1.7 -0.7 -0.36
C 1.83287 -3.64411 -4.01457 -1.1 -1.2 -0.4 -0.22
C -0.38172 6.29849 5.87339 0.2 0.3 -0.4 -0.19
C -4.84949 -3.96873 -2.67702 0.4 -0.3 0.7 -0.23
C -2.79340 -3.64274 -3.81955 2.6 0.3 -0.8 -0.33
C -0.41756 -4.77184 -3.33221 0.2 -0.2 0.5 -0.23
C 3.80237 -3.15450 -2.62150 0.7 0.3 2.2 -0.44
C -2.68944 6.53016 5.36616 0.1 0.3 -0.1 -0.11
C -0.32584 4.72945 3.19067 0.0 -0.1 -0.1 -0.17
C -4.82482 -1.21207 -5.93360 0.3 0.6 -0.9 -0.24
C 0.20944 5.59315 2.05168 -0.2 0.1 0.3 -0.19
C 0.81043 5.76163 5.08646 0.0 -0.1 0.1 -0.17
C 6.51143 -0.01768 2.76441 -0.4 0.1 0.1 -0.19
H -4.09548 -3.06680 -6.89975 -0.3 0.5 1.2 0.10
H 1.21050 5.23520 1.77621 -0.1 0.1 0.0 0.12
H -4.97360 -3.36505 -5.32589 1.1 0.7 -0.5 0.09
H -4.81309 -1.10939 -3.64179 -0.1 0.7 -1.0 0.10
H 1.32786 7.91014 0.94027 0.2 0.0 0.0 0.09
H 5.33710 -1.62847 -3.03267 -1.4 0.1 0.5 0.08
H -4.37819 -3.21326 0.56873 -0.9 0.2 -1.0 0.07
H 3.34474 2.23267 4.88157 0.0 -0.1 0.1 0.09
H -4.67745 -4.90939 -3.29876 -0.3 1.3 0.5 0.11
H -2.48785 -1.63126 -4.75376 -0.5 -0.9 -0.8 0.10
H 3.15370 -1.98264 1.82494 0.0 0.1 -0.1 0.13
H -5.70900 -1.12578 -6.65499 1.1 -0.3 1.0 0.11
H 1.57098 5.45983 5.81365 -0.1 -0.1 0.0 0.13
H 2.30015 1.94579 3.48591 -0.1 0.0 0.0 0.08
H -4.01078 -0.55447 -6.39388 -1.1 -0.8 0.8 0.11
H 6.29796 -2.42675 4.97121 0.0 0.1 0.0 0.09
H 7.00332 -0.72274 2.08092 -0.1 0.0 0.1 0.12
H 2.09111 -1.31714 3.88112 -0.1 -0.1 -0.2 0.13
H 6.88083 -2.47843 3.30285 0.1 0.0 0.0 0.09
H 3.77476 -4.43520 -4.25891 -0.5 0.2 0.6 0.11
H -0.48895 -5.18916 -4.39396 0.1 0.6 1.3 0.10
H -2.77800 5.48504 5.67931 0.0 0.0 0.1 0.09
H 1.33055 -2.62575 -4.07111 1.0 -1.1 0.2 0.11
H -1.31547 5.05462 3.51165 0.1 0.2 -0.1 0.11
H 1.66011 -5.51269 -2.69877 -0.5 1.2 -0.5 0.11
H -3.31898 6.67033 4.48557 0.1 0.1 0.0 0.09
H -6.17403 -3.45930 0.49749 1.1 0.4 -1.0 0.08
H 7.86176 -1.67717 4.57414 0.1 -0.2 -0.1 0.08
H -6.97949 -4.76278 -1.81356 0.6 -0.1 0.3 0.08
H 4.58744 -1.39980 -1.39301 -0.7 -0.5 -1.4 0.07
H -6.42461 -0.78475 -4.44518 1.2 0.5 0.0 0.11
H 4.74139 1.25298 2.71958 0.1 -0.1 0.2 0.11
H 4.39420 -1.84606 3.04007 0.0 0.2 0.2 0.11
H -3.03970 7.19319 6.16335 -0.1 -0.1 0.1 0.09
H 2.30400 7.03663 2.16650 0.0 0.0 -0.1 0.08
H -5.35259 -2.24363 -0.67160 0.1 -1.2 0.6 0.07
H -1.44127 -3.24238 -2.07746 0.4 0.0 -1.3 0.11
H 1.77717 1.42562 5.12154 -0.1 0.2 -0.1 0.09
H -0.84297 -5.58467 -2.64722 0.4 1.1 -0.9 0.10
H 1.07985 -3.98330 -1.90271 0.2 -0.6 -1.2 0.10
H -0.45430 3.71595 2.80074 0.2 0.0 0.0 0.13
H 1.96272 -0.00472 2.68944 0.0 0.1 0.0 0.12
H -0.45328 5.49685 1.18484 0.0 -0.3 0.0 0.13
H 1.50091 8.55436 2.58930 -0.1 0.0 -0.1 0.09
H -0.80127 5.49418 6.48628 -0.1 0.0 -0.1 0.12
H -0.03818 7.09895 6.53966 0.2 -0.1 0.2 0.12
H -1.99308 -3.02313 -5.85667 -0.9 0.3 1.0 0.10
H 3.64167 -0.89125 -2.94418 0.8 -0.9 0.5 0.08
H -5.75420 -3.37584 -3.05122 0.6 -0.8 0.6 0.11
H -0.79537 -2.62249 -3.76134 -0.3 -0.6 1.0 0.07
H 5.62086 1.14122 1.21780 0.0 -0.1 -0.1 0.13
H 1.27286 6.53619 4.47619 -0.2 0.1 0.0 0.11
H 7.20632 0.79821 2.99431 0.1 0.1 -0.2 0.12
H -4.28089 -5.15807 -0.85124 -1.1 0.6 -0.4 0.14
H 1.59669 -4.14805 -5.01617 0.4 0.8 1.3 0.12
```
Forces are in eV/Å.

Values from the calculation:
2S+1: 1
LUMO energy in eV: 1.75
Total charge: -1
F_max in eV/A: 5.576
HOMO in eV: -2.229
Orbital gap in eV: 3.976

No. 3
# C6H13BO

A 2-piece molecular cluster, C6H13BO overall in a non-equilibrium geometry (ωB97M-V with the def2-TZVPD basis set, the Open Molecules 2025 dataset).

```
21
Properties=species:S:1:pos:R:3:forces:R:3:lowdin_charge:R:1
O -0.95016 0.56052 -0.34115 0.1 2.8 1.2 0.19
C 3.06223 -1.49729 0.64619 -0.1 1.4 2.9 -0.11
C -3.17836 1.02110 0.79188 3.4 1.2 -1.2 0.01
C 2.64035 2.11365 -0.41494 0.4 1.9 0.2 0.01
C 2.62678 0.85187 -0.21497 -0.4 -2.5 -0.6 -0.09
C -2.67608 -1.18296 -0.67557 -3.0 -0.5 1.6 -0.01
C 2.60780 -0.46336 -0.30108 -0.7 0.5 0.7 -0.18
B -2.18056 0.16862 -0.04477 -1.0 -1.5 -0.4 -0.55
H 2.41397 -1.74271 1.53393 0.1 0.3 -1.1 0.10
H 3.39191 -2.39469 0.22801 0.3 -1.3 -1.0 0.05
H -2.91759 -2.05294 -0.06251 0.4 0.2 1.4 0.06
H -3.76255 0.45676 1.36421 -2.6 -2.4 2.4 0.02
H -2.11175 -1.69176 -1.35296 2.0 -0.7 -2.5 0.01
H 3.45697 2.63686 -0.84045 1.3 -0.3 -0.8 0.05
H 2.01050 2.92229 -0.11519 -1.4 -0.4 0.6 0.06
H -3.71645 -1.19852 -1.05961 0.4 0.9 -0.4 0.08
H 2.18324 -0.99757 -1.09373 -1.0 0.3 -2.0 0.08
H -0.23945 0.05716 -0.65032 1.1 -1.5 -0.9 0.06
H -2.80846 1.84206 1.34490 1.2 0.5 1.2 0.06
H -3.75542 1.60633 0.18162 -2.1 0.9 -2.3 0.04
H 3.90306 -1.01542 1.07651 1.2 -0.1 1.0 0.06
```
Forces are in eV/Å.

Values from the calculation:
2S+1: 1
LUMO energy in eV: 0.63
SMILES: C=C=CC.CB(C)O
F_max in eV/A: 4.243
HOMO in eV: -9.420
ΔE to the lowest compared entry with this formula, charge and spin in eV: 2.075
Orbital gap in eV: 10.047

Question: Which of these has the lowest HOMO?
Answer: C6H13BO